Below is C5H10N2O in the gas phase at a distorted geometry, with properties calculated with wB97M-V/def2-TZVPD.

CARTESIAN COORDINATES (ANGSTROEM)
N 0.63 -1.38 2.46
C 0.90 -1.23 1.14
N -0.11 -1.27 0.33
C 0.17 -1.06 -1.06
C 0.36 0.42 -1.24
C -1.04 1.14 -1.11
C -0.94 1.97 0.20
O -1.04 3.22 0.14
H 1.29 -1.49 3.16
H -0.29 -1.26 2.71
H 2.02 -1.19 0.81
H -0.63 -1.49 -1.68
H 1.07 -1.68 -1.31
H 0.83 0.66 -2.20
H 1.12 0.90 -0.50
H -1.29 1.91 -1.90
H -1.86 0.37 -1.09
H -1.19 1.45 1.13

Output
* maximum force: 0.0974 Eh/bohr
* E_tot: -381.21024 Eh
* orbital gap: 9.90 eV
* net charge: 0
* energy above the lowest of the compared OMol25 structures with the same formula, charge and spin: 197.4 kJ/mol

Below is C2H3FO2S in the gas phase at a distorted geometry, with properties calculated with wB97M-V/def2-TZVPD.

CARTESIAN COORDINATES (ANGSTROEM)
O 0.90 -2.48 -0.90
S 0.73 -1.65 0.24
O 1.25 -2.10 1.49
C 0.52 0.11 0.05
C -0.72 -0.69 0.52
F -0.93 -0.61 1.77
H 0.23 0.51 -0.89
H 1.03 0.70 0.65
H -1.65 -0.51 -0.11

Output
* maximum force: 0.0964 Eh/bohr
* E_tot: -726.41938 Eh
* orbital gap: 10.98 eV
* net charge: 0
* energy above the lowest of the compared OMol25 structures with the same formula, charge and spin: 295.9 kJ/mol

Below is 3 unconnected molecules or ions with the total composition C4H14O2S at a distorted geometry, with properties calculated with wB97M-V/def2-TZVPD.

CARTESIAN COORDINATES (ANGSTROEM)
C -0.99 -1.12 1.42
C 0.52 -0.92 1.92
C 1.36 -0.16 0.92
C 2.77 -0.01 1.55
S 3.93 1.29 0.61
H -1.63 -1.59 2.14
H -1.41 -0.10 1.49
H -0.92 -1.58 0.43
H 0.99 -1.89 2.02
H 0.49 -0.30 2.82
H 0.99 0.85 0.62
H 1.54 -0.63 -0.06
H 3.25 -0.95 1.31
H 3.00 0.47 2.51
H 2.81 1.68 -0.04
O -0.17 3.61 -3.66
H -0.43 2.71 -3.93
H -0.72 3.58 -2.85
O -5.08 -1.24 -2.95
H -4.45 -1.96 -3.03
H -5.85 -1.75 -3.24

Output
* maximum force: 0.0534 Eh/bohr
* E_tot: -709.40842 Eh
* orbital gap: 9.38 eV
* net charge: 0
* energy above the lowest of the compared OMol25 structures with the same formula, charge and spin: 150.3 kJ/mol

Below is a gas-phase ion, C6H8N (charge +1) at a distorted geometry, with properties calculated with wB97M-V/def2-TZVPD.

CARTESIAN COORDINATES (ANGSTROEM)
C -2.88 0.11 -0.21
C -1.73 -0.17 0.69
N -0.58 -0.09 0.27
C 0.61 -0.02 -0.08
C 1.88 0.78 0.01
C 2.67 -0.38 0.37
C 1.76 -0.45 -0.80
H -3.66 -0.68 -0.03
H -3.37 1.09 0.06
H -2.55 0.41 -1.28
H -2.06 -0.55 1.59
H 1.98 1.77 -0.31
H 3.75 -0.32 0.29
H 2.25 -0.92 1.32
H 1.94 -0.60 -1.90

Output
* maximum force: 0.0751 Eh/bohr
* E_tot: -287.76980 Eh
* orbital gap: 10.35 eV
* net charge: +1
* energy above the lowest of the compared OMol25 structures with the same formula, charge and spin: 489.5 kJ/mol

Below is C21H22N2O2S in the gas phase at a distorted geometry, with properties calculated with wB97M-V/def2-TZVPD.

CARTESIAN COORDINATES (ANGSTROEM)
C -2.52 -0.39 -3.37
C -1.30 -1.03 -2.73
N -0.08 -0.24 -2.93
C -0.05 1.10 -2.31
C -0.16 1.08 -0.80
C -1.33 1.50 -0.18
C -1.38 1.53 1.22
C -0.37 1.01 2.00
C -0.59 0.90 3.44
C -1.30 1.89 4.18
C -1.56 1.66 5.55
C -1.12 0.47 6.14
C -0.45 -0.45 5.38
C -0.11 -0.26 4.06
O -0.16 -1.56 6.11
C -0.66 -1.30 7.40
O -1.21 0.02 7.42
C 0.78 0.50 1.34
C 0.92 0.65 -0.04
C 1.15 -1.04 -2.79
C 1.50 -1.96 -3.91
C 2.84 -1.34 -4.24
N 2.84 -0.76 -5.58
C 2.81 0.29 -6.16
S 2.75 1.69 -6.87
C 2.56 -0.35 -3.10
H -3.38 -1.07 -3.29
H -2.78 0.55 -2.86
H -2.34 -0.17 -4.42
H -1.50 -1.16 -1.65
H -1.18 -2.00 -3.20
H 0.85 1.66 -2.61
H -0.82 1.74 -2.76
H -2.18 1.85 -0.76
H -2.29 1.85 1.72
H -1.64 2.78 3.66
H -2.08 2.37 6.15
H 0.41 -1.04 3.52
H 0.19 -1.38 8.12
H -1.43 -1.96 7.70
H 1.63 0.12 1.91
H 1.87 0.39 -0.51
H 1.14 -1.52 -1.79
H 1.52 -3.03 -3.64
H 0.77 -1.86 -4.71
H 3.70 -2.00 -4.07
H 3.31 -0.37 -2.26
H 2.45 0.68 -3.47

Output
* maximum force: 0.0605 Eh/bohr
* E_tot: -1471.52643 Eh
* orbital gap: 8.57 eV
* net charge: 0
* energy above the lowest of the compared OMol25 structures with the same formula, charge and spin: 291.5 kJ/mol

Q: What is the E_tot in the third record?
A: -709.40842 Eh